{
  "formula": "C4H4BrClFN3O2S",
  "method": "the ωB97M-V functional and the def2-TZVPD basis",
  "elements": ["C", "C", "C", "C", "N", "N", "N", "O", "O", "F", "S", "Cl", "Br", "H", "H", "H", "H"],
  "positions_angstrom": [[-0.461, -0.021, 1.673], [-0.428, 0.548, 0.359], [-1.111, -0.458, -0.424], [3.640, -0.989, 0.280], [-1.041, -1.213, 1.699], [-1.329, -1.500, 0.451], [-1.344, -0.494, -1.782], [-0.444, 3.171, 0.484], [-0.575, 2.161, -1.740], [3.557, -0.707, 1.531], [-0.146, 2.088, -0.346], [1.882, 2.038, -0.405], [1.972, -1.714, -0.152], [-0.019, 0.299, 2.574], [-1.748, -2.339, 0.163], [-1.080, 0.417, -2.021], [-1.326, -1.289, -2.345]],
  "forces_ev_per_angstrom": [[-0.6, -0.7, -0.4], [-2.5, -1.7, -1.2], [1.2, -1.3, 0.7], [0.5, 0.2, -0.2], [1.6, 0.9, 1.4], [-0.3, 2.4, -2.9], [-0.5, 0.8, 3.5], [-0.7, 1.2, 1.5], [0.3, -0.8, 1.6], [0.3, 0.3, 0.6], [0.7, -0.6, -1.8], [0.6, 0.1, -0.2], [-0.6, -0.6, -0.5], [0.2, 0.8, 0.7], [-0.7, -1.2, 0.1], [0.3, 1.2, -2.3], [0.2, -1.1, -0.8]],
  "homo_energy_ha": -0.3370,
  "e_lumo_ev": -0.726,
  "homo_lumo_gap_ev": 8.44,
  "multiplicity": 1,
  "e_tot_ha": -4001.68676,
  "relative_energy_kcal_mol": 30.8
}

***

{
  "formula": "C5H9NO",
  "method": "the ωB97M-V functional and the def2-TZVPD basis",
  "elements": ["C", "C", "C", "C", "O", "C", "N", "H", "H", "H", "H", "H", "H", "H", "H", "H"],
  "positions_angstrom": [[-0.194, -0.193, 1.548], [-0.082, -0.208, 0.022], [-1.154, -1.097, -0.599], [-0.075, 1.222, -0.561], [1.323, 1.530, -0.712], [1.939, 0.325, -0.640], [1.275, -0.699, -0.311], [-0.009, -1.195, 1.949], [-1.192, 0.133, 1.866], [0.547, 0.490, 1.979], [-2.144, -0.848, -0.200], [-1.183, -0.984, -1.688], [-0.946, -2.146, -0.371], [-0.537, 1.264, -1.556], [-0.529, 1.977, 0.085], [3.001, 0.348, -0.868]],
  "forces_ev_per_angstrom": [[0.0, 0.0, 0.1], [-0.2, 0.0, 0.0], [0.0, 0.0, 0.0], [-0.2, 0.0, 0.0], [0.1, 0.0, 0.0], [0.1, -0.2, 0.0], [0.2, 0.3, -0.1], [0.0, 0.1, -0.1], [0.1, 0.0, -0.1], [-0.1, -0.1, -0.1], [0.1, 0.0, -0.1], [0.1, 0.0, 0.2], [0.0, 0.1, 0.0], [0.0, 0.0, 0.1], [0.1, -0.1, -0.1], [-0.1, 0.0, 0.0]],
  "homo_energy_ha": -0.3541,
  "e_lumo_ev": 0.953,
  "homo_lumo_gap_ev": 10.59,
  "multiplicity": 1,
  "smiles": "CC1(C)COC=N1",
  "e_tot_ha": -325.90373,
  "relative_energy_kcal_mol": 21.2
}

***

{
  "formula": "C6H7N5",
  "method": "the ωB97M-V functional and the def2-TZVPD basis",
  "elements": ["C", "C", "C", "C", "C", "C", "H", "H", "H", "H", "H", "H", "H", "N", "N", "N", "N", "N"],
  "positions_angstrom": [[-2.530, -0.325, -0.129], [-0.392, -1.808, 0.036], [1.728, -0.865, 0.046], [3.217, 0.415, -0.073], [1.190, 0.416, -0.015], [-0.222, 0.573, 0.002], [-2.939, -1.115, -0.341], [-2.762, -0.044, 0.911], [-2.963, 0.346, -0.858], [-0.688, -2.566, -0.244], [4.069, 0.992, -0.135], [-1.685, 1.843, 0.858], [-0.103, 2.745, 0.223], [-1.087, -0.561, -0.015], [0.854, -2.085, 0.013], [2.943, -1.022, -0.090], [2.209, 1.224, -0.031], [-0.838, 1.836, -0.158]],
  "forces_ev_per_angstrom": [[4.2, 6.7, 3.7], [4.7, 12.3, 2.8], [-6.8, -6.4, -0.5], [0.3, -1.1, -0.3], [-5.5, -1.8, 0.9], [0.8, 0.0, -0.5], [-4.2, -8.9, -1.7], [-0.9, 0.2, -0.6], [1.0, 0.9, -0.2], [-8.5, -13.0, -4.2], [2.8, -0.3, -0.1], [3.1, 0.2, -4.1], [-2.4, -3.9, -1.6], [3.6, 1.5, -0.8], [2.7, 4.3, 0.9], [5.1, 3.8, 0.3], [0.9, 2.9, -0.2], [-0.8, 2.6, 6.0]],
  "homo_energy_ha": -0.3152,
  "e_lumo_ev": -0.102,
  "homo_lumo_gap_ev": 8.47,
  "multiplicity": 1,
  "e_tot_ha": -506.38784,
  "relative_energy_kcal_mol": 164.6
}

***

{
  "formula": "C3HNO2",
  "method": "the ωB97M-V functional and the def2-TZVPD basis",
  "elements": ["O", "C", "C", "O", "C", "N", "H"],
  "positions_angstrom": [[-1.912, -1.184, -0.514], [-1.487, -0.164, -0.108], [0.509, 0.132, 0.346], [-0.250, 0.385, -0.673], [1.913, 0.206, 0.097], [3.071, 0.132, 0.163], [-1.844, 0.493, 0.688]],
  "forces_ev_per_angstrom": [[0.1, 0.7, 0.1], [-0.7, -0.6, -0.3], [0.2, 0.1, 0.1], [0.3, -0.4, 0.4], [1.1, 0.0, 0.0], [-1.0, 0.1, -0.2], [0.0, -0.1, -0.1]],
  "homo_energy_ha": -0.3789,
  "e_lumo_ev": -1.482,
  "homo_lumo_gap_ev": 8.83,
  "multiplicity": 1,
  "e_tot_ha": -320.01923,
  "relative_energy_kcal_mol": 50.2
}

***

{
  "formula": "C10H15NO2",
  "method": "the ωB97M-V functional and the def2-TZVPD basis",
  "elements": ["C", "C", "C", "O", "N", "H", "H", "H", "H", "H", "H", "H", "C", "C", "C", "C", "C", "C", "C", "O", "H", "H", "H", "H", "H", "H", "H", "H"],
  "positions_angstrom": [[2.757, -2.477, 0.579], [3.520, -1.284, 1.171], [1.932, -2.049, -0.596], [0.717, -2.170, -0.815], [2.560, -1.296, -1.548], [3.421, -3.281, 0.224], [2.079, -2.993, 1.273], [3.663, -1.276, 2.240], [2.011, -0.870, -2.272], [3.554, -1.210, -1.714], [2.842, -0.402, 1.091], [4.430, -1.203, 0.593], [-1.703, 0.674, -2.588], [-1.570, 2.404, -0.676], [-1.398, 1.132, -1.195], [-1.591, 2.606, 0.714], [-1.603, 1.487, 1.525], [-1.421, 0.017, -0.280], [-1.587, 0.177, 1.056], [-1.954, 1.563, 2.824], [-1.519, 3.222, -1.394], [-1.512, 3.657, 0.963], [-1.750, -0.390, -2.692], [-1.017, 1.048, -3.368], [-1.419, -0.989, -0.676], [-1.803, 2.456, 3.171], [-1.960, -0.749, 1.501], [-2.715, 0.995, -2.851]],
  "forces_ev_per_angstrom": [[-0.6, -1.2, 0.4], [-1.5, 0.5, -0.3], [-1.4, 1.4, -2.2], [0.6, -0.6, 1.6], [1.4, 0.3, -0.2], [0.1, 0.3, 0.1], [0.1, 0.4, -0.1], [0.6, -0.8, 0.3], [-0.4, -0.3, 0.0], [-0.1, -0.2, 0.6], [0.8, -0.3, -0.5], [0.3, 0.7, 0.3], [0.3, 1.1, -0.7], [1.1, 1.1, 1.0], [-1.4, -2.9, -0.2], [0.9, 1.4, -3.9], [-1.9, -0.6, 3.6], [0.5, 0.1, 0.0], [-0.4, -1.5, -2.1], [1.1, 0.4, -0.9], [-0.3, 0.1, 0.5], [-0.3, -0.2, 1.0], [0.4, -0.6, 0.3], [-0.3, 0.1, 0.3], [0.1, 0.1, -0.1], [-0.3, 0.1, 0.1], [0.6, 0.8, 1.1], [0.1, 0.4, -0.1]],
  "homo_energy_ha": [-0.4591, -0.4591],
  "e_lumo_ev": [-3.588, -7.452],
  "homo_lumo_gap_ev": [8.91, 5.04],
  "total_charge": 1,
  "multiplicity": 2,
  "e_tot_ha": -594.96877,
  "relative_energy_kcal_mol": 24.6
}

***

{
  "formula": "C8H10N2PbS",
  "method": "the ωB97M-V functional and the def2-TZVPD basis",
  "elements": ["C", "C", "C", "C", "C", "Pb", "N", "C", "C", "H", "H", "H", "H", "H", "H", "H", "H", "H", "H", "S", "C", "N"],
  "positions_angstrom": [[-0.621, 0.965, -1.118], [0.736, 0.966, -1.541], [1.329, 2.205, -1.070], [0.355, 2.833, -0.186], [-0.860, 2.104, -0.328], [1.872, 1.400, 1.089], [-0.968, -1.500, 0.643], [-0.620, -2.847, 0.225], [0.581, -2.690, -0.564], [2.263, 2.691, -1.383], [1.190, 0.189, -2.180], [0.518, 3.778, 0.348], [-1.821, 2.437, 0.073], [-1.392, 0.260, -1.489], [0.385, -2.437, -1.599], [-1.456, -3.326, -0.322], [-1.704, -1.091, 0.056], [1.509, -2.430, -0.030], [-0.326, -3.387, 1.146], [-1.075, -1.289, 2.354], [-0.248, 0.092, 2.789], [0.353, 1.076, 3.087]],
  "forces_ev_per_angstrom": [[0.0, 0.3, -0.8], [-0.3, 1.2, -0.4], [-0.8, -0.2, -0.9], [-0.4, 0.4, -1.4], [0.1, 0.1, 0.1], [1.8, -0.8, 1.6], [-1.4, 1.3, 0.6], [1.4, -0.7, 0.2], [1.0, -1.8, -1.3], [-0.4, -0.6, 0.3], [-0.2, 0.6, 0.6], [-0.2, -0.4, -0.4], [0.4, -0.4, 0.1], [0.8, 0.4, 0.6], [0.5, 0.4, -0.2], [0.2, 0.0, 0.4], [0.1, 0.1, 0.7], [-0.6, 0.2, -0.5], [-0.7, -0.1, -0.1], [-0.7, 0.6, 0.4], [-0.3, -0.2, 0.9], [-0.4, -0.4, -0.4]],
  "homo_energy_ha": [0.0893, 0.0646],
  "e_lumo_ev": [5.380, 5.349],
  "homo_lumo_gap_ev": [2.95, 3.59],
  "total_charge": -2,
  "multiplicity": 1,
  "e_tot_ha": -1011.08268,
  "relative_energy_kcal_mol": 52.0
}

***

Please write out number 6 again, unchanged.
{
  "formula": "C8H10N2PbS",
  "method": "the ωB97M-V functional and the def2-TZVPD basis",
  "elements": ["C", "C", "C", "C", "C", "Pb", "N", "C", "C", "H", "H", "H", "H", "H", "H", "H", "H", "H", "H", "S", "C", "N"],
  "positions_angstrom": [[-0.621, 0.965, -1.118], [0.736, 0.966, -1.541], [1.329, 2.205, -1.070], [0.355, 2.833, -0.186], [-0.860, 2.104, -0.328], [1.872, 1.400, 1.089], [-0.968, -1.500, 0.643], [-0.620, -2.847, 0.225], [0.581, -2.690, -0.564], [2.263, 2.691, -1.383], [1.190, 0.189, -2.180], [0.518, 3.778, 0.348], [-1.821, 2.437, 0.073], [-1.392, 0.260, -1.489], [0.385, -2.437, -1.599], [-1.456, -3.326, -0.322], [-1.704, -1.091, 0.056], [1.509, -2.430, -0.030], [-0.326, -3.387, 1.146], [-1.075, -1.289, 2.354], [-0.248, 0.092, 2.789], [0.353, 1.076, 3.087]],
  "forces_ev_per_angstrom": [[0.0, 0.3, -0.8], [-0.3, 1.2, -0.4], [-0.8, -0.2, -0.9], [-0.4, 0.4, -1.4], [0.1, 0.1, 0.1], [1.8, -0.8, 1.6], [-1.4, 1.3, 0.6], [1.4, -0.7, 0.2], [1.0, -1.8, -1.3], [-0.4, -0.6, 0.3], [-0.2, 0.6, 0.6], [-0.2, -0.4, -0.4], [0.4, -0.4, 0.1], [0.8, 0.4, 0.6], [0.5, 0.4, -0.2], [0.2, 0.0, 0.4], [0.1, 0.1, 0.7], [-0.6, 0.2, -0.5], [-0.7, -0.1, -0.1], [-0.7, 0.6, 0.4], [-0.3, -0.2, 0.9], [-0.4, -0.4, -0.4]],
  "homo_energy_ha": [0.0893, 0.0646],
  "e_lumo_ev": [5.380, 5.349],
  "homo_lumo_gap_ev": [2.95, 3.59],
  "total_charge": -2,
  "multiplicity": 1,
  "e_tot_ha": -1011.08268,
  "relative_energy_kcal_mol": 52.0
}